Computed, not measured: a cluster of 2 separate species, CH7ISi2 in total, with ωB97M-V with the def2-TZVPD basis set.

Last column: Mulliken charge in e.
Cartesian coordinates (Å):
1 C -1.019 0.088 -0.292  -0.755
2 Si 0.168 -1.551 0.197  0.465
3 Si -0.463 1.870 -0.258  0.105
4 I 4.177 0.117 0.079  -0.152
5 H -1.541 -0.156 -1.208  0.393
6 H -1.636 0.080 0.547  0.253
7 H 0.043 -1.049 1.552  -0.061
8 H -0.843 -2.544 -0.079  -0.121
9 H 1.357 -1.914 -0.491  -0.081
10 H -0.983 2.506 0.939  -0.037
11 H 0.741 2.553 -0.986  -0.009

For the LUMO energy (alpha / beta), the calculation gives -0.8 / -3.3 eV. As for the multiplicity: 1. The highest occupied orbital energy (alpha / beta) comes out at -0.3575 / -0.2480 hartree. The value obtained for the orbital gap (alpha / beta) is 0.3286 / 0.1273 Ha.

=====

Computed, not measured: a structure of composition C40H48N5O7RbSTe, with ωB97M-V with the def2-TZVPD basis set.

Last column: Mulliken charge in e.
Cartesian coordinates (Å):
1 Rb -0.818 -0.374 0.533  1.028
2 C 1.530 1.507 -2.626  -0.461
3 C 0.359 1.148 -3.473  0.413
4 C 0.004 1.913 -4.585  -0.649
5 C -1.061 1.505 -5.361  -0.733
6 C -1.738 0.347 -5.021  -0.673
7 C -1.339 -0.346 -3.881  0.706
8 N -0.322 0.058 -3.126  -0.024
9 C -2.008 -1.631 -3.486  0.735
10 C -2.991 -2.212 -4.286  -0.857
11 C -3.482 -3.455 -3.929  -0.729
12 C -3.027 -4.056 -2.772  -0.680
13 C -2.112 -3.363 -1.978  0.420
14 N -1.600 -2.195 -2.354  0.136
15 C -1.743 -3.874 -0.627  0.447
16 C -2.708 -4.505 0.142  -1.028
17 C -2.380 -4.884 1.436  -0.604
18 C -1.117 -4.610 1.905  -0.460
19 C -0.206 -3.979 1.058  1.305
20 C 1.149 -3.584 1.559  -1.094
21 N -0.504 -3.630 -0.189  -0.470
22 H 2.155 2.256 -3.110  0.382
23 H 2.124 0.619 -2.412  0.158
24 H 1.200 1.918 -1.667  -0.177
25 H 0.570 2.803 -4.827  0.412
26 H -1.358 2.075 -6.233  0.407
27 H -2.561 0.003 -5.631  0.286
28 H -3.361 -1.717 -5.172  0.241
29 H -4.220 -3.948 -4.552  0.411
30 H -3.379 -5.034 -2.472  0.510
31 H -3.712 -4.630 -0.238  0.410
32 H -3.126 -5.310 2.092  0.375
33 H -0.865 -4.777 2.943  0.134
34 H 1.507 -4.263 2.333  0.333
35 H 1.090 -2.586 2.002  -0.080
36 H 1.856 -3.557 0.732  0.338
37 O -1.853 -2.779 4.407  -0.870
38 C -1.668 -1.799 3.660  -0.491
39 O -1.581 -1.812 2.410  -0.394
40 C -1.349 -0.459 4.356  0.298
41 C 0.186 -0.338 4.379  -0.394
42 C 0.629 0.796 5.322  -1.126
43 C 0.347 2.040 4.447  -0.579
44 C -0.315 1.393 3.226  1.165
45 O 0.483 0.198 3.087  0.087
46 C -1.707 0.865 3.620  0.342
47 C -2.778 0.757 2.503  -0.182
48 O -3.863 0.278 2.829  -0.820
49 O -2.467 1.252 1.371  -0.732
50 H -1.758 -0.508 5.366  0.436
51 H 0.705 -1.286 4.517  0.626
52 H 1.688 0.712 5.572  0.317
53 H 0.053 0.783 6.249  0.338
54 H 1.275 2.527 4.143  0.338
55 H -0.295 2.778 4.930  0.429
56 H -0.279 1.990 2.318  -1.143
57 H -2.171 1.559 4.330  0.282
58 C -1.584 6.737 -0.602  -0.955
59 C -0.617 6.531 0.559  -0.883
60 N 0.718 6.146 0.153  0.207
61 C 1.655 7.199 -0.188  -0.657
62 C 1.782 7.467 -1.685  -1.008
63 C 1.049 4.827 -0.045  -0.115
64 S -0.133 3.642 0.221  -0.134
65 N 2.294 4.671 -0.517  -0.003
66 C 3.016 3.546 -0.421  -0.628
67 O 2.878 2.557 0.303  -0.529
68 C 4.212 3.564 -1.357  0.509
69 C 4.708 2.364 -1.851  0.361
70 C 5.801 2.350 -2.705  -1.244
71 C 6.428 3.537 -3.055  -0.435
72 C 5.947 4.740 -2.553  -0.680
73 C 4.839 4.752 -1.719  -0.184
74 H -2.585 6.956 -0.224  0.418
75 H -1.637 5.822 -1.192  0.174
76 H -1.276 7.562 -1.245  0.299
77 H -1.006 5.747 1.209  0.375
78 H -0.528 7.452 1.146  0.409
79 H 2.638 6.940 0.212  0.378
80 H 1.315 8.104 0.325  0.404
81 H 2.162 6.576 -2.180  0.179
82 H 2.476 8.293 -1.864  0.334
83 H 0.820 7.728 -2.125  0.343
84 H 4.225 1.440 -1.556  0.570
85 H 6.164 1.407 -3.095  0.388
86 H 7.287 3.527 -3.716  0.361
87 H 6.433 5.671 -2.818  0.392
88 H 4.437 5.682 -1.340  0.362
89 C -3.303 2.153 -1.609  -0.301
90 O -3.644 0.913 -1.043  -0.585
91 H -4.089 2.907 -1.450  0.285
92 H -3.177 2.019 -2.689  0.237
93 H -2.371 2.554 -1.201  -0.107
94 H -3.405 0.964 -0.082  0.488
95 C 4.661 -2.295 0.613  -1.382
96 Te 3.505 -0.495 0.649  0.570
97 C 5.222 0.641 1.174  -1.079
98 H 5.512 -2.150 -0.049  0.387
99 H 4.052 -3.111 0.233  0.388
100 H 5.006 -2.540 1.614  0.380
101 H 5.617 0.271 2.117  0.451
102 H 4.893 1.670 1.273  0.153
103 H 5.971 0.564 0.389  0.308

For the LUMO energy, the calculation gives 3.7 eV. As for the multiplicity: 1. The highest occupied orbital energy comes out at -0.0926 hartree. The value obtained for the orbital gap is 0.2273 Ha. The charge is -2.

=====

Computed, not measured: a cluster of 11 separate species, C25H75N16O11 in total, with ωB97M-V with the def2-TZVPD basis set.

Last column: Mulliken charge in e.
Cartesian coordinates (Å):
1 C 0.124 -1.278 1.152  -1.774
2 C 0.829 0.023 0.794  3.691
3 C -0.071 1.281 1.056  -0.672
4 O 2.104 0.229 1.284  -1.141
5 H -0.395 -1.259 2.113  0.528
6 H 0.876 -2.069 1.160  0.128
7 H -0.608 -1.486 0.363  0.403
8 H 0.985 -0.005 -0.301  -1.423
9 H 0.361 2.160 0.575  0.209
10 H -0.315 1.423 2.109  -0.161
11 H -1.060 1.175 0.581  -0.718
12 C -3.060 3.568 -3.760  -0.836
13 C -4.097 2.510 -3.367  0.440
14 C -3.566 1.204 -2.812  -0.817
15 O -2.813 1.290 -1.638  0.137
16 C -2.462 0.035 -1.106  -0.097
17 N -5.072 3.152 -2.496  -0.725
18 H -3.529 4.474 -4.148  0.369
19 H -2.254 3.192 -4.383  0.185
20 H -2.590 4.013 -2.875  -0.044
21 H -4.597 2.317 -4.320  0.321
22 H -2.955 0.766 -3.619  0.317
23 H -4.393 0.495 -2.663  0.388
24 H -3.331 -0.601 -0.896  0.400
25 H -1.848 0.082 -0.213  -0.532
26 H -1.917 -0.503 -1.892  0.310
27 H -4.637 3.561 -1.674  0.196
28 H -5.725 2.522 -2.037  0.318
29 C 1.184 -5.262 0.013  -1.492
30 C 0.659 -6.652 0.411  0.617
31 C 0.551 -7.542 -0.826  -0.870
32 O -0.171 -8.696 -0.509  -0.324
33 C -0.472 -9.524 -1.616  -0.735
34 N 1.469 -7.242 1.473  -0.617
35 H 0.965 -4.430 0.679  0.234
36 H 0.744 -5.097 -0.974  0.401
37 H 2.260 -5.225 -0.180  0.459
38 H -0.347 -6.471 0.803  0.134
39 H 1.574 -7.783 -1.151  0.334
40 H -0.061 -7.024 -1.578  0.465
41 H -1.252 -10.230 -1.344  0.246
42 H 0.417 -10.116 -1.860  0.292
43 H -0.752 -8.975 -2.518  0.302
44 H 2.325 -6.713 1.602  0.259
45 H 1.805 -8.166 1.224  0.251
46 C -3.949 4.277 1.362  -1.282
47 C -2.580 4.792 0.923  0.209
48 C -1.617 4.776 2.111  -0.247
49 O -2.029 5.592 3.205  -0.399
50 C -2.320 6.943 2.876  -0.731
51 N -2.104 4.019 -0.227  0.481
52 H -3.931 3.227 1.666  0.143
53 H -4.656 4.402 0.539  0.378
54 H -4.321 4.818 2.236  0.414
55 H -2.712 5.841 0.646  0.554
56 H -0.607 4.908 1.704  0.398
57 H -1.589 3.766 2.524  -0.192
58 H -1.510 7.283 2.215  0.316
59 H -2.307 7.575 3.757  0.282
60 H -3.194 6.958 2.220  0.268
61 H -2.874 4.184 -0.871  -0.199
62 H -2.182 3.014 -0.088  -0.362
63 C 3.614 -0.594 -3.740  -2.073
64 C 2.189 -0.447 -3.159  2.239
65 C 1.090 -0.080 -4.132  -0.444
66 O 1.420 1.226 -4.557  -0.490
67 C 0.545 1.699 -5.560  -0.632
68 N 1.858 -1.648 -2.370  -0.563
69 H 3.522 -1.321 -4.559  0.454
70 H 4.344 -1.044 -3.067  0.586
71 H 3.976 0.321 -4.203  0.364
72 H 2.337 0.293 -2.364  -0.974
73 H 0.129 -0.117 -3.607  -0.073
74 H 1.067 -0.841 -4.922  0.440
75 H 0.709 2.743 -5.817  0.326
76 H -0.478 1.718 -5.154  -0.003
77 H 0.437 1.032 -6.418  0.394
78 H 1.538 -1.483 -1.428  0.172
79 H 2.696 -2.211 -2.384  0.257
80 C -1.830 1.166 4.554  0.583
81 O -0.743 0.649 4.313  -0.522
82 N -2.885 1.221 3.683  -0.205
83 N -2.013 1.930 5.657  -0.511
84 H -2.753 0.865 2.751  0.069
85 H -3.830 1.432 3.936  0.209
86 H -1.222 2.200 6.210  0.230
87 H -2.844 2.491 5.630  0.158
88 C 0.711 4.491 -2.739  0.398
89 O 1.287 5.030 -3.683  -0.741
90 N 0.662 3.146 -2.509  0.465
91 N 0.138 5.174 -1.692  -0.214
92 H 1.175 2.518 -3.114  0.158
93 H 0.347 2.886 -1.597  -0.278
94 H -0.447 4.621 -1.071  0.025
95 H 0.286 6.150 -1.524  0.232
96 C 2.992 -1.687 4.455  0.538
97 O 3.334 -0.511 4.504  -0.639
98 N 2.425 -2.255 3.344  -0.065
99 N 3.208 -2.569 5.462  -0.394
100 H 2.056 -3.180 3.442  0.155
101 H 2.264 -1.638 2.555  -0.184
102 H 2.814 -3.488 5.438  0.136
103 H 3.616 -2.203 6.302  0.244
104 C 4.267 2.663 -0.557  0.480
105 O 5.176 3.400 -0.938  -0.767
106 N 3.418 3.047 0.442  -0.299
107 N 4.079 1.380 -0.925  0.005
108 H 3.816 3.734 1.055  0.219
109 H 2.754 2.359 0.788  0.226
110 H 3.367 0.835 -0.458  -0.183
111 H 4.687 1.020 -1.638  0.048
112 C 5.439 -1.753 0.645  0.390
113 O 6.336 -2.385 0.058  -0.786
114 N 4.140 -1.705 0.284  0.211
115 N 5.694 -1.120 1.810  -0.271
116 H 3.857 -2.065 -0.607  0.067
117 H 3.591 -0.951 0.701  0.032
118 H 4.991 -0.560 2.269  0.195
119 H 6.658 -1.071 2.083  0.212
120 C -2.885 -3.835 2.992  0.584
121 O -3.206 -4.257 4.111  -0.686
122 N -3.890 -3.451 2.130  -0.416
123 N -1.642 -3.601 2.562  -0.088
124 H -4.824 -3.379 2.481  0.230
125 H -3.540 -2.823 1.425  0.201
126 H -1.519 -3.040 1.739  0.053
127 H -0.908 -3.626 3.248  0.133

For the LUMO energy, the calculation gives 1.8 eV. As for the multiplicity: 1. The highest occupied orbital energy comes out at -0.1842 hartree. The value obtained for the orbital gap is 0.2485 Ha. The charge is -1.

=====

Computed F_max (eV/Å) in order:
3.9, 2.2, 3.6
Computed energy (eV) in order:
-25002.169, -82830.138, -73509.776